Version P
CH9NO4 as an isolated structure. Source: OMol25; level of theory: ωB97M-V/def2-TZVPD.

Geometry as ORCA input:
```
! wB97M-V def2-TZVPD RIJCOSX def2/J DEFGRID3
* xyz 0 1
C 0.22 -0.28 -1.19
N 0.11 -1.28 -0.31
O 1.28 0.42 -1.24
H -0.77 0.39 -0.86
H 0.00 -0.62 -2.22
H -0.93 -1.30 0.01
H 1.69 0.43 -0.21
H 0.26 1.10 1.06
O -0.54 1.57 0.73
H 0.79 -1.12 0.49
H 2.52 0.45 1.57
O 1.75 0.21 1.06
H -1.22 0.89 0.57
H -3.04 -0.45 0.42
O -2.12 -0.40 0.12
*
```

## Properties
**E_HOMO**: -10.494 eV
**HOMO-LUMO gap**: 6.49 eV
**E_LUMO**: -4.00 eV

Version Q
A 4-piece molecular cluster, CH9NO4 overall. Source: OMol25; level of theory: ωB97M-V/def2-TZVPD.

Geometry as ORCA input:
```
! wB97M-V def2-TZVPD RIJCOSX def2/J DEFGRID3
* xyz 0 1
C 0.15 -2.39 0.58
N -0.64 -1.97 -0.45
O 0.75 -1.62 1.35
H 0.18 -3.50 0.59
H -1.00 -2.71 -1.01
H -0.46 -1.02 -0.94
H 0.74 0.43 1.23
H 0.98 1.44 2.24
O 0.34 1.24 1.58
H 0.35 1.13 -1.46
H 1.43 -0.02 -1.61
O 0.49 0.28 -1.91
H -1.75 3.35 -0.23
H -0.70 2.43 0.45
O -0.85 2.92 -0.40
*
```

## Properties
**E_HOMO**: -10.338 eV
**HOMO-LUMO gap**: 11.02 eV
**E_LUMO**: 0.68 eV

So which one is most stable? That would be version Q, about 6.653 eV below the next structure.

Version P
One molecule with the formula C4H6O4. Source: OMol25; level of theory: ωB97M-V/def2-TZVPD.

Geometry as ORCA input:
```
! wB97M-V def2-TZVPD RIJCOSX def2/J DEFGRID3
* xyz 0 1
C -1.21 0.07 -0.01
C -0.73 -1.13 0.01
C 0.05 0.85 0.15
C 0.92 -0.40 0.05
O -2.50 0.47 -0.21
O -1.22 -2.43 0.16
O 1.76 -0.84 1.01
O 1.54 -0.56 -1.27
H 0.15 1.51 -0.73
H 0.02 1.33 1.21
H -2.42 1.39 -0.15
H -2.11 -2.49 -0.33
H 1.32 -1.71 1.28
H 2.15 -1.28 -1.18
*
```

## Properties
**E_HOMO**: -8.384 eV
**HOMO-LUMO gap**: 8.88 eV
**E_LUMO**: 0.50 eV

Version Q
One molecule with the formula C4H6O4. Source: OMol25; level of theory: ωB97M-V/def2-TZVPD.

Geometry as ORCA input:
```
! wB97M-V def2-TZVPD RIJCOSX def2/J DEFGRID3
* xyz 0 1
C 0.06 -0.18 -0.56
C 0.31 0.96 -1.23
C 0.43 -0.44 0.83
C -0.65 0.14 1.86
O -0.49 -1.34 -1.12
O -0.02 0.99 -2.60
O -1.68 0.74 1.21
O -0.52 0.08 3.04
H 0.30 -1.50 1.12
H 1.32 0.06 1.05
H -1.23 -1.01 -1.66
H -0.55 1.71 -2.75
H -2.55 0.82 1.65
H 0.58 1.84 -0.68
*
```

## Properties
**E_HOMO**: -8.676 eV
**HOMO-LUMO gap**: 9.06 eV
**E_LUMO**: 0.39 eV

So which one is most stable? That would be version Q, about 1.962 eV below the next structure.

Version P
One molecule with the formula C4H6O4. Source: OMol25; level of theory: ωB97M-V/def2-TZVPD.

Geometry as ORCA input:
```
! wB97M-V def2-TZVPD RIJCOSX def2/J DEFGRID3
* xyz 0 1
C -1.62 -0.02 -0.41
C -0.46 0.98 -0.10
C 0.47 0.59 1.02
C 2.07 -0.40 -0.41
H -1.19 -1.89 -0.04
H -1.30 -0.28 -1.61
H -2.59 0.46 -0.26
H 0.32 -0.59 1.32
H 0.38 1.24 1.90
H 3.14 -0.44 -0.91
O -1.68 -1.19 0.53
O -0.57 2.01 -0.72
O 1.92 0.62 0.50
O 1.11 -1.10 -0.83
*
```

## Properties
**E_HOMO**: -9.725 eV
**HOMO-LUMO gap**: 10.29 eV
**E_LUMO**: 0.56 eV

Version Q
A 2-piece molecular cluster, C4H6O4 overall. Source: OMol25; level of theory: ωB97M-V/def2-TZVPD.

Geometry as ORCA input:
```
! wB97M-V def2-TZVPD RIJCOSX def2/J DEFGRID3
* xyz 0 1
C -1.13 0.16 -0.57
C 0.13 0.30 -0.24
C -0.93 1.19 0.50
C 1.55 0.03 -0.17
O -1.92 -0.75 -1.17
O 0.03 -2.00 1.03
O 2.20 1.14 0.37
O 2.22 -0.88 -0.59
H -0.99 2.17 0.15
H -1.30 1.01 1.45
H -2.77 -0.29 -1.20
H -0.82 -2.49 0.70
H 3.05 1.16 -0.01
H 0.87 -2.37 0.60
*
```

## Properties
**E_HOMO**: -9.018 eV
**HOMO-LUMO gap**: 9.33 eV
**E_LUMO**: 0.31 eV

Version R
One molecule with the formula C4H6O4. Source: OMol25; level of theory: ωB97M-V/def2-TZVPD.

Geometry as ORCA input:
```
! wB97M-V def2-TZVPD RIJCOSX def2/J DEFGRID3
* xyz 0 1
C 0.48 1.49 -0.36
C -1.16 -0.31 0.07
C 1.19 -0.90 0.28
C 0.12 0.09 0.02
O -2.17 0.51 -0.36
O -1.56 -1.53 0.53
O 2.41 -0.33 0.36
O 1.10 -2.11 0.34
H -2.40 -1.37 1.00
H -2.69 -0.05 -0.97
H 3.00 -1.10 0.43
H 0.16 2.18 0.44
H 1.55 1.65 -0.52
H -0.02 1.79 -1.29
*
```

## Properties
**E_HOMO**: -9.084 eV
**HOMO-LUMO gap**: 9.45 eV
**E_LUMO**: 0.37 eV

So which one is most stable? That would be version R, about 2.181 eV below the next structure.

Version P
A 2-piece molecular cluster, C5H12O2S overall. Source: OMol25; level of theory: ωB97M-V/def2-TZVPD.

Geometry as ORCA input:
```
! wB97M-V def2-TZVPD RIJCOSX def2/J DEFGRID3
* xyz 0 1
O 0.90 -0.89 -2.86
C 0.38 -1.53 -1.98
C -0.56 -0.83 -0.98
C 0.29 0.15 -0.15
C 0.42 1.56 -0.72
S -1.09 2.52 -0.69
C -1.89 2.49 0.93
H 0.49 -2.63 -1.82
H -1.00 -1.63 -0.36
H -1.50 -0.45 -1.41
H -0.12 0.14 0.88
H 1.28 -0.33 -0.07
H 1.21 2.02 -0.13
H 0.78 1.30 -1.78
H -2.32 1.57 1.29
H -1.14 2.77 1.69
H -2.60 3.30 0.72
H 1.58 -2.70 2.15
H 2.44 -3.88 2.75
O 2.43 -2.94 2.53
*
```

## Properties
**E_HOMO**: -8.583 eV
**HOMO-LUMO gap**: 9.04 eV
**E_LUMO**: 0.46 eV

Version Q
One molecule with the formula C5H12O2S. Source: OMol25; level of theory: ωB97M-V/def2-TZVPD.

Geometry as ORCA input:
```
! wB97M-V def2-TZVPD RIJCOSX def2/J DEFGRID3
* xyz 0 1
C 1.97 -1.66 -0.38
C 0.38 -0.07 0.09
C 0.75 -0.21 1.57
C 0.89 1.30 -0.57
C -2.40 -1.12 0.19
H 2.45 -1.88 -1.50
H 2.05 -2.73 0.24
H 2.67 -0.83 0.33
H 0.57 -1.20 1.92
H 1.92 -0.24 1.43
H 0.41 0.51 2.13
H 2.02 1.41 -0.55
H 0.73 1.42 -1.62
H -0.37 2.97 -0.26
H -1.83 -1.98 -0.15
H -2.78 -1.29 1.23
H -3.34 -1.28 -0.51
O 0.72 -1.13 -0.64
O 0.57 2.44 0.19
S -1.52 0.33 -0.28
*
```

## Properties
**E_HOMO**: -8.496 eV
**HOMO-LUMO gap**: 9.17 eV
**E_LUMO**: 0.68 eV

So which one is most stable? That would be version P, about 3.250 eV below the next structure.

Version P
A 2-piece molecular cluster, H6N2 overall. Source: OMol25; level of theory: ωB97M-V/def2-TZVPD.

Geometry as ORCA input:
```
! wB97M-V def2-TZVPD RIJCOSX def2/J DEFGRID3
* xyz 0 1
N -1.49 -0.30 0.23
H -0.48 -0.25 0.07
H -1.88 -0.85 -0.54
H -1.62 -0.86 1.08
N 1.15 0.38 -0.18
H 1.87 0.26 0.54
H 0.83 1.35 -0.12
H 1.61 0.27 -1.09
*
```

## Properties
**E_HOMO**: -9.181 eV
**HOMO-LUMO gap**: 10.20 eV
**E_LUMO**: 1.02 eV

Version Q
A 2-piece molecular cluster, H6N2 overall. Source: OMol25; level of theory: ωB97M-V/def2-TZVPD.

Geometry as ORCA input:
```
! wB97M-V def2-TZVPD RIJCOSX def2/J DEFGRID3
* xyz 0 1
H 2.35 -0.05 0.87
H 1.72 0.87 -0.12
H 1.17 -0.74 -0.17
H -1.33 0.78 -0.44
H -1.49 -0.89 -0.37
H -2.72 0.10 0.15
N 1.97 -0.06 -0.05
N -1.66 -0.02 0.14
*
```

## Properties
**E_HOMO**: -9.842 eV
**HOMO-LUMO gap**: 10.80 eV
**E_LUMO**: 0.96 eV

So which one is most stable? That would be version P, about 0.220 eV below the next structure.

Version P
C3H7BrN2O as an isolated structure. Source: OMol25; level of theory: ωB97M-V/def2-TZVPD.

Geometry as ORCA input:
```
! wB97M-V def2-TZVPD RIJCOSX def2/J DEFGRID3
* xyz 0 1
C -0.33 3.52 -1.39
C 1.13 -1.19 0.32
C 0.29 -0.06 -0.35
N 0.05 2.47 -1.84
N -1.05 -0.23 -0.84
O -0.58 4.59 -1.03
Br -0.99 -1.53 -2.13
H 2.03 -0.80 0.59
H 0.59 -1.60 1.23
H 1.39 -2.03 -0.32
H 0.19 0.74 0.48
H 0.93 0.36 -1.11
H -1.61 -0.74 -0.02
H -0.41 1.56 -1.98
*
```

## Properties
**E_HOMO**: -9.803 eV
**HOMO-LUMO gap**: 10.23 eV
**E_LUMO**: 0.42 eV

Version Q
One molecule with the formula C3H7BrN2O. Source: OMol25; level of theory: ωB97M-V/def2-TZVPD.

Geometry as ORCA input:
```
! wB97M-V def2-TZVPD RIJCOSX def2/J DEFGRID3
* xyz 0 1
C -0.12 -2.31 -0.25
C -0.30 -0.90 -0.12
C 0.62 -0.06 0.69
N -0.26 1.97 -0.55
N 0.05 1.51 0.74
O -1.13 -1.86 0.61
Br 2.34 0.01 -0.26
H -0.41 -2.82 -1.12
H 0.78 -2.83 0.39
H -0.78 -0.27 -0.80
H 0.91 -0.43 1.71
H 0.35 2.61 -0.93
H -1.08 2.43 -0.48
H 0.90 1.90 1.25
*
```

## Properties
**E_HOMO**: -9.413 eV
**HOMO-LUMO gap**: 10.21 eV
**E_LUMO**: 0.80 eV

So which one is most stable? That would be version P, about 2.028 eV below the next structure.